(1)
The molecule C4H5NO in a non-equilibrium geometry. Source: the OMol25 dataset; level of theory: ωB97M-V/def2-TZVPD.

Each line ends with the natural charge from an NBO analysis.
Cartesian coordinates (Å):
1 C 1.171790 -1.114182 0.135974  -0.669
2 C 0.108224 -0.067412 0.057988  0.314
3 O -1.114846 -0.465497 0.668977  -0.482
4 C 0.181672 1.183626 -0.373343  -0.477
5 C -2.119589 0.241574 0.241040  0.547
6 N -3.006942 0.875576 -0.155487  -0.399
7 H 0.794404 -2.138771 0.092066  0.234
8 H 1.709286 -0.992108 1.085629  0.237
9 H 1.898388 -0.953605 -0.664969  0.241
10 H 0.910086 1.523978 -1.090939  0.225
11 H -0.532472 1.906820 0.003065  0.230

Forces on atoms 1 to 2 (eV/Å):
C -0.04 -0.01 -0.06
C 0.27 0.39 -0.16

Computed properties:
Total charge = 0
LUMO energy = 0.72 eV
E_HOMO = -9.9 eV
Relative energy (zero: lowest compared OMol25 entry of this formula, charge and spin) = 190.1 kJ/mol
Frontier orbital gap = 10.588 eV
Electronic energy = -285.3422 Ha
Structure (SMILES) = C=C(C)OC#N

***

(2)
The molecule C4H5NO in a non-equilibrium geometry. Source: the OMol25 dataset; level of theory: ωB97M-V/def2-TZVPD.

Each line ends with the natural charge from an NBO analysis.
Cartesian coordinates (Å):
1 N -0.725771 2.412527 1.210557  -0.303
2 C -0.302262 1.658808 0.442827  0.272
3 C 0.219791 0.692745 -0.527364  -0.555
4 C 0.994813 -1.706174 1.063488  0.144
5 O 0.374589 -1.738407 -0.079240  -0.470
6 C -0.509926 -0.663291 -0.501167  -0.079
7 H 0.163732 1.139601 -1.523950  0.264
8 H 0.716961 -0.726053 1.553328  0.036
9 H 1.283091 0.535312 -0.316312  0.270
10 H -1.367182 -0.655597 0.175686  0.211
11 H -0.847836 -0.949471 -1.497852  0.210

Forces on atoms 1 to 2 (eV/Å):
N 0.39 -0.73 -0.74
C -0.35 0.64 0.66

Computed properties:
Total charge = 0
LUMO energy = 0.25 eV
E_HOMO = -9.1 eV
Relative energy (zero: lowest compared OMol25 entry of this formula, charge and spin) = 370.5 kJ/mol
Frontier orbital gap = 9.305 eV
Electronic energy = -285.2735 Ha

***

(3)
The molecule C4H5NO in a non-equilibrium geometry. Source: the OMol25 dataset; level of theory: ωB97M-V/def2-TZVPD.

Each line ends with the natural charge from an NBO analysis.
Cartesian coordinates (Å):
1 N -0.105147 -0.853613 -2.735013  -0.318
2 C -0.380184 -0.220134 -1.807617  0.283
3 C -0.699332 0.581363 -0.622433  -0.539
4 C -0.333318 -0.141321 0.663512  0.062
5 C 1.061581 -0.345904 1.044997  -0.108
6 O 0.262677 0.653452 1.668844  -0.478
7 H -1.766897 0.824370 -0.637572  0.257
8 H -0.142315 1.522542 -0.672385  0.266
9 H -1.078671 -0.847331 1.027228  0.194
10 H 1.324612 -1.195932 1.673343  0.192
11 H 1.856992 0.022507 0.397095  0.188

Forces on atoms 1 to 2 (eV/Å):
N -0.28 0.58 0.90
C 0.23 -0.54 -0.82

Computed properties:
Total charge = 0
LUMO energy = 0.87 eV
E_HOMO = -11.0 eV
Relative energy (zero: lowest compared OMol25 entry of this formula, charge and spin) = 152.5 kJ/mol
Frontier orbital gap = 11.820 eV
Electronic energy = -285.3565 Ha
Structure (SMILES) = N#CC[C@H]1CO1

***

(4)
The molecule C4H5NO in a non-equilibrium geometry. Source: the OMol25 dataset; level of theory: ωB97M-V/def2-TZVPD.

Each line ends with the natural charge from an NBO analysis.
Cartesian coordinates (Å):
1 O -2.021297 0.356410 -0.799832  -0.511
2 C -1.345768 0.331796 0.192583  0.524
3 N -0.329051 1.364161 0.546824  -0.673
4 C 0.768057 0.720219 -0.110828  -0.213
5 C 0.320712 -0.830467 -0.290374  -0.142
6 C 0.640238 -1.962719 -0.576094  -0.179
7 H -1.501064 -0.300840 1.075709  0.139
8 H -0.176856 1.391304 1.559384  0.362
9 H 0.812824 1.024553 -1.154139  0.224
10 H 1.750426 0.805434 0.389560  0.228
11 H 1.081776 -2.899846 -0.832793  0.240

Forces on atoms 1 to 2 (eV/Å):
O 0.63 0.02 0.60
C -1.59 2.26 1.15

Computed properties:
Total charge = 0
LUMO energy = 0.18 eV
E_HOMO = -9.9 eV
Relative energy (zero: lowest compared OMol25 entry of this formula, charge and spin) = 391.8 kJ/mol
Frontier orbital gap = 10.072 eV
Electronic energy = -285.2654 Ha
Structure (SMILES) = C#CCNC=O

***

(5)
The molecule C4H5NO. Source: the OMol25 dataset; level of theory: ωB97M-V/def2-TZVPD.

Each line ends with the natural charge from an NBO analysis.
Cartesian coordinates (Å):
1 C -1.196041 0.408635 -0.684120  -0.424
2 N -0.858093 -0.860208 -0.058711  -0.646
3 C 0.143383 -0.841605 0.926097  0.620
4 O 0.199320 -1.635454 1.840176  -0.499
5 C 1.200656 0.154047 0.714246  -0.145
6 C 2.150537 0.812367 0.373651  -0.155
7 H -1.923975 0.250046 -1.476719  0.213
8 H -0.330349 0.934617 -1.092638  0.193
9 H -1.669002 1.045503 0.066491  0.203
10 H -0.724627 -1.647488 -0.692642  0.400
11 H 3.008190 1.379538 0.084168  0.240

Forces on atoms 1 to 2 (eV/Å):
C -0.02 0.14 -0.08
N 0.25 -0.20 0.01

Computed properties:
Total charge = 0
LUMO energy = 0.43 eV
E_HOMO = -10.0 eV
Relative energy (zero: lowest compared OMol25 entry of this formula, charge and spin) = 223.0 kJ/mol
Frontier orbital gap = 10.388 eV
Electronic energy = -285.3296 Ha
Structure (SMILES) = C#CC(=O)NC

***

(6)
The molecule C4H5NO in a non-equilibrium geometry. Source: the OMol25 dataset; level of theory: ωB97M-V/def2-TZVPD.

Each line ends with the natural charge from an NBO analysis.
Cartesian coordinates (Å):
1 C 0.029519 -0.191307 -1.371020  -0.621
2 C 0.138164 -0.158736 0.149441  0.103
3 C -0.587642 0.882973 0.893704  -0.078
4 O -1.036801 -0.454822 0.916346  -0.449
5 C 1.182262 -0.856592 0.911619  0.253
6 N 1.771016 -1.484912 1.685936  -0.289
7 H -0.319102 -1.166163 -1.715782  0.234
8 H -0.700932 0.560263 -1.693172  0.225
9 H 0.965894 0.042424 -1.891403  0.233
10 H -0.153165 1.335821 1.782781  0.199
11 H -1.289214 1.491050 0.331551  0.191

Forces on atoms 1 to 2 (eV/Å):
C -0.03 -0.13 0.09
C -0.12 -0.15 -0.10

Computed properties:
Total charge = 0
LUMO energy = 0.78 eV
E_HOMO = -11.0 eV
Relative energy (zero: lowest compared OMol25 entry of this formula, charge and spin) = 184.4 kJ/mol
Frontier orbital gap = 11.777 eV
Electronic energy = -285.3443 Ha
Structure (SMILES) = C[C@@]1(C#N)CO1

***

(7)
The molecule C4H5NO in a non-equilibrium geometry. Source: the OMol25 dataset; level of theory: ωB97M-V/def2-TZVPD.

Each line ends with the natural charge from an NBO analysis.
Cartesian coordinates (Å):
1 N -2.205757 -2.081168 -0.012643  -0.300
2 C -1.679923 -1.066408 -0.213608  0.294
3 C -0.988490 0.193834 -0.442575  -0.575
4 C 0.028893 0.567827 0.504892  0.062
5 C 1.580591 0.117278 0.192288  -0.143
6 O 1.042376 1.427279 0.190785  -0.477
7 H -1.705339 1.023123 -0.393716  0.266
8 H -0.548677 0.210134 -1.445216  0.259
9 H 0.348098 -0.031503 1.508317  0.238
10 H 2.401983 -0.020238 0.895749  0.198
11 H 1.726244 -0.340158 -0.784273  0.179

Forces on atoms 1 to 2 (eV/Å):
N 0.73 1.49 -0.34
C -0.54 -1.51 0.56

Computed properties:
Total charge = 0
LUMO energy = 0.85 eV
E_HOMO = -9.6 eV
Relative energy (zero: lowest compared OMol25 entry of this formula, charge and spin) = 350.6 kJ/mol
Frontier orbital gap = 10.496 eV
Electronic energy = -285.2811 Ha
Structure (SMILES) = N#CC[C@H]1CO1

***

(8)
The molecule C4H5NO in a non-equilibrium geometry. Source: the OMol25 dataset; level of theory: ωB97M-V/def2-TZVPD.

Each line ends with the natural charge from an NBO analysis.
Cartesian coordinates (Å):
1 N -1.971527 -0.682080 -0.251199  -0.729
2 C -1.629808 0.418214 0.273214  0.409
3 O -0.381224 0.883643 0.203146  -0.483
4 C 0.494569 0.004023 -0.487141  -0.140
5 C 1.862960 0.508679 -0.332455  -0.061
6 C 2.786459 0.130997 0.338937  -0.161
7 H -2.961597 -0.850268 -0.109274  0.355
8 H -2.249588 1.124764 0.827614  0.158
9 H 0.184056 -0.161167 -1.514522  0.212
10 H 0.487071 -0.965758 0.024233  0.209
11 H 3.378631 -0.411044 1.027450  0.232

Forces on atoms 1 to 2 (eV/Å):
N -0.12 0.34 0.15
C -0.29 -0.13 -0.09

Computed properties:
Total charge = 0
LUMO energy = 0.70 eV
E_HOMO = -10.0 eV
Relative energy (zero: lowest compared OMol25 entry of this formula, charge and spin) = 334.7 kJ/mol
Frontier orbital gap = 10.741 eV
Electronic energy = -285.2871 Ha
Structure (SMILES) = [H]/N=C/OCC#C

***

(9)
A structure of composition C4H5NO. Source: the OMol25 dataset; level of theory: ωB97M-V/def2-TZVPD.

Each line ends with the natural charge from an NBO analysis.
Cartesian coordinates (Å):
1 O -0.422392 -1.056288 1.676222  -0.660
2 C -0.107771 -0.293368 0.596874  0.305
3 C -0.443262 1.090313 0.242544  -0.323
4 C -0.092406 1.380452 -1.114309  -0.359
5 C 0.471541 0.175622 -1.504156  -0.079
6 N 0.473358 -0.805096 -0.518805  -0.532
7 H -1.386118 -1.089699 1.733402  0.494
8 H -0.958976 1.744889 0.945613  0.238
9 H 0.633028 0.680457 0.933135  0.298
10 H 0.906468 -0.119905 -2.456980  0.198
11 H 0.926531 -1.707377 -0.533540  0.420

Forces on atoms 1 to 2 (eV/Å):
O -0.22 -0.10 -0.10
C 0.34 0.38 -0.11

Computed properties:
Total charge = 0
LUMO energy = 0.17 eV
E_HOMO = -7.4 eV
Relative energy (zero: lowest compared OMol25 entry of this formula, charge and spin) = 440.0 kJ/mol
Frontier orbital gap = 7.606 eV
Electronic energy = -285.2470 Ha

***

(10)
The molecule C4H5NO in a non-equilibrium geometry. Source: the OMol25 dataset; level of theory: ωB97M-V/def2-TZVPD.

Each line ends with the natural charge from an NBO analysis.
Cartesian coordinates (Å):
1 O -0.744481 1.324233 -0.909128  -0.684
2 C -0.880125 0.308404 0.000368  0.102
3 C -0.362920 -1.023460 -0.443619  -0.372
4 C 0.289000 -0.105873 0.772667  -0.423
5 C 1.582445 0.375500 0.560505  0.254
6 N 2.623169 0.862502 0.400183  -0.313
7 H -0.092097 1.975516 -0.595325  0.486
8 H -1.835333 0.330403 0.509240  0.186
9 H -0.989692 -1.902617 -0.251443  0.224
10 H 0.204241 -1.041489 -1.366772  0.236
11 H 0.205790 -1.103114 1.323328  0.306

Forces on atoms 1 to 2 (eV/Å):
O 0.70 1.12 -0.25
C -1.19 -0.62 -0.48

Computed properties:
Total charge = 0
LUMO energy = 0.73 eV
E_HOMO = -9.7 eV
Relative energy (zero: lowest compared OMol25 entry of this formula, charge and spin) = 255.6 kJ/mol
Frontier orbital gap = 10.440 eV
Electronic energy = -285.3172 Ha
Structure (SMILES) = N#C[C@@H]1C[C@@H]1O

***

(11)
The molecule C4H5NO in a non-equilibrium geometry. Source: the OMol25 dataset; level of theory: ωB97M-V/def2-TZVPD.

Each line ends with the natural charge from an NBO analysis.
Cartesian coordinates (Å):
1 N -1.684199 0.023717 1.842502  -0.325
2 C -1.307256 0.546713 0.882208  0.285
3 C -0.595592 0.979242 -0.324582  -0.540
4 C 0.728782 0.219802 -0.233330  0.060
5 C 0.678334 -1.223626 -0.049991  -0.105
6 O 1.126726 -0.642914 -1.275367  -0.473
7 H -0.454201 2.065173 -0.338362  0.255
8 H -1.162105 0.693508 -1.218143  0.267
9 H 1.538800 0.774291 0.238458  0.194
10 H 1.416199 -1.707706 0.585224  0.192
11 H -0.285488 -1.728199 -0.108616  0.191

Forces on atoms 1 to 2 (eV/Å):
N 0.07 0.73 -0.83
C -0.41 -0.44 0.89

Computed properties:
Total charge = 0
LUMO energy = 0.90 eV
E_HOMO = -10.8 eV
Relative energy (zero: lowest compared OMol25 entry of this formula, charge and spin) = 170.8 kJ/mol
Frontier orbital gap = 11.706 eV
Electronic energy = -285.3495 Ha
Structure (SMILES) = N#CC[C@H]1CO1

***

(12)
A structure of composition C4H5NO in a non-equilibrium geometry. Source: the OMol25 dataset; level of theory: ωB97M-V/def2-TZVPD.

Each line ends with the natural charge from an NBO analysis.
Cartesian coordinates (Å):
1 C -1.789605 -0.072976 0.225643  -0.135
2 C -0.800694 1.120348 0.041906  -0.152
3 C 0.529210 1.120375 -0.144073  -0.343
4 C 1.479680 0.028552 -0.060568  0.231
5 H -0.444184 -1.186272 -1.037142  0.469
6 H -2.138932 -0.183534 1.465853  0.240
7 H -2.898479 -0.009113 -0.531608  0.221
8 H -1.381183 2.117028 -0.115513  0.229
9 H 1.146507 1.988728 -0.387586  0.259
10 N 2.488655 -0.643980 0.214257  -0.285
11 O -1.026983 -1.424597 -0.158906  -0.734

Forces on atoms 1 to 2 (eV/Å):
C -0.50 -2.21 0.12
C -2.14 0.80 -0.90

Computed properties:
Total charge = 0
LUMO energy = -0.09 eV
E_HOMO = -10.2 eV
Relative energy (zero: lowest compared OMol25 entry of this formula, charge and spin) = 389.4 kJ/mol
Frontier orbital gap = 10.149 eV
Electronic energy = -285.2663 Ha